[1]
DFT (wB97M-V/def2-TZVPD) results for a 2-piece molecular cluster, C7H8ClN3 overall.

XYZ file:
```
19
Properties=species:S:1:pos:R:3:forces:R:3:nbo_charge:R:1
C 1.013 -1.740 2.369 -0.425 0.343 -1.562 -0.199
C 0.880 -0.652 3.230 -0.821 -0.099 -3.108 -0.204
C 0.795 -1.539 0.981 0.386 1.030 0.588 -0.320
C 0.500 0.604 2.667 1.245 -0.091 -0.925 -0.232
C 0.545 -0.327 0.433 0.197 1.318 -0.602 0.202
C 0.487 0.866 1.291 -0.964 -2.641 -1.653 -0.115
C -1.503 1.523 -3.005 -2.263 -2.862 1.192 -0.428
N 0.495 -1.144 -1.647 -0.523 1.103 2.839 -0.247
N -0.354 -0.467 -2.293 -1.012 1.031 -1.847 -0.048
N -0.724 0.741 -2.090 0.866 -0.523 2.265 -0.319
Cl 0.113 2.459 0.699 0.270 -0.483 0.206 0.033
H 1.246 -2.784 2.577 0.073 0.482 0.861 0.225
H 1.001 -0.869 4.231 0.132 0.294 2.159 0.220
H 0.929 -2.210 0.185 0.156 -1.879 -0.153 0.254
H 0.379 1.543 3.162 -0.079 0.035 1.215 0.232
H -2.058 0.780 -3.610 -0.312 0.823 -0.420 0.165
H -2.201 2.227 -2.475 0.772 -0.850 -0.430 0.219
H -0.795 2.013 -3.548 1.486 1.891 -2.005 0.203
H -0.748 -1.025 -3.157 0.817 1.079 1.379 0.360
```
Positions in Å, forces in eV/Å.

The calculation puts the lowest unoccupied orbital energy (alpha / beta) at -0.417 / -0.403 eV. As for the HOMO energy (alpha / beta): -8.350 / -8.416 eV. Its spin multiplicity is 1. As for the maximum force: 0.075 hartree/bohr. The calculation puts the energy above the lowest of the compared OMol25 structures with the same formula, charge and spin at 582.3 kJ/mol.

***

[2]
DFT (wB97M-V/def2-TZVPD) results for a 2-piece molecular cluster, C7H8ClOP overall.

XYZ file:
```
18
Properties=species:S:1:pos:R:3:forces:R:3:nbo_charge:R:1
C 2.056 -1.089 -1.968 -0.177 0.154 -0.060 -0.134
C 1.771 -1.285 -0.624 0.033 -0.015 0.129 -0.233
C 1.298 -0.204 -2.724 0.120 -0.022 -0.048 -0.224
C 0.736 -0.595 -0.026 0.010 -0.070 0.157 -0.058
C 0.249 0.476 -2.140 -0.189 0.101 0.089 -0.155
C -0.036 0.293 -0.781 -0.492 0.270 0.101 -0.527
C -2.072 1.085 2.463 -1.023 -0.104 1.148 -0.296
O -1.121 1.005 1.432 0.563 0.211 -1.713 -0.751
P -1.481 1.113 -0.109 0.572 -1.271 1.120 1.385
Cl -3.059 -1.805 1.474 0.313 0.508 -0.503 -0.806
H 2.864 -1.631 -2.435 0.090 -0.065 -0.026 0.224
H 2.353 -1.986 -0.046 0.033 -0.042 0.057 0.229
H 1.531 -0.053 -3.765 -0.016 0.024 -0.140 0.226
H 0.499 -0.751 1.014 -0.058 -0.073 0.082 0.238
H -0.353 1.155 -2.725 -0.061 0.059 -0.132 0.221
H -1.545 1.357 3.375 0.017 0.073 -0.101 0.196
H -2.526 0.078 2.553 0.145 0.197 -0.086 0.282
H -2.868 1.801 2.244 0.118 0.067 -0.073 0.181
```
Positions in Å, forces in eV/Å.

The calculation puts the lowest unoccupied orbital energy (alpha / beta) at -2.640 / -2.642 eV. As for the HOMO energy (alpha / beta): -8.033 / -8.032 eV. Its spin multiplicity is 1. As for the maximum force: 0.035 hartree/bohr. The calculation puts the energy above the lowest of the compared OMol25 structures with the same formula, charge and spin at 132.9 kJ/mol.

***

[3]
DFT (wB97M-V/def2-TZVPD) results for C7H8CrN2O4S as an isolated structure.

XYZ file:
```
23
Properties=species:S:1:pos:R:3:forces:R:3:lowdin_spin:R:1
O 0.788 2.812 -0.140 -4.125 -3.384 -0.355 0.127
C -0.129 2.093 -0.182 8.195 5.890 1.076 0.107
Cr -1.719 1.170 -0.351 -2.522 -1.586 3.557 3.058
O 1.857 1.861 -5.222 -2.252 0.567 2.288 0.000
C 1.068 2.045 -4.409 2.207 -0.591 -2.219 0.000
C -2.483 2.604 -1.331 -1.495 5.829 -6.321 0.063
O -2.643 3.388 -2.178 0.415 -3.651 4.425 0.117
C -1.795 0.145 -1.873 -2.236 -4.643 -9.240 0.090
O -1.979 -0.366 -2.921 1.386 2.670 5.894 0.139
C 0.973 -0.943 2.898 1.120 -0.690 0.765 0.004
N 0.422 -0.004 1.924 -1.729 0.377 -0.714 0.064
C -0.550 -0.497 1.051 2.406 -1.351 1.194 0.010
S -2.200 -0.137 1.407 -0.585 -0.075 -0.526 0.163
N -0.162 -1.459 0.183 -0.877 1.495 -0.242 0.044
C 1.190 -1.968 0.007 1.091 -0.305 -0.183 0.006
H 0.878 -1.986 2.575 -0.045 0.375 0.054 0.000
H 0.477 -0.829 3.868 -0.093 -0.028 -0.243 0.002
H 2.031 -0.720 3.048 -0.063 -0.122 -0.016 0.001
H 0.103 0.847 2.410 0.047 -0.674 -0.385 0.000
H -0.807 -1.688 -0.587 0.138 -0.410 1.141 0.000
H 1.248 -3.028 0.281 -0.221 0.194 0.129 0.003
H 1.485 -1.919 -1.044 -0.248 0.113 0.038 0.001
H 1.947 -1.422 0.585 -0.514 0.001 -0.119 0.000
```
Positions in Å, forces in eV/Å.

The calculation puts the lowest unoccupied orbital energy (alpha / beta) at -10.668 / -11.092 eV. The net charge is +2. As for the HOMO energy (alpha / beta): -17.169 / -17.590 eV. Its spin multiplicity is 5. As for the maximum force: 0.206 hartree/bohr. The calculation puts the energy above the lowest of the compared OMol25 structures with the same formula, charge and spin at 116.4 kJ/mol.

***

[4]
DFT (wB97M-V/def2-TZVPD) results for the molecule C7H8FI.

XYZ file:
```
17
Properties=species:S:1:pos:R:3:forces:R:3:nbo_charge:R:1
C 1.919 -0.999 -0.092 1.169 0.001 2.060 -0.264
C 1.836 0.412 -0.485 1.055 1.756 -1.720 -0.197
C 0.864 -1.649 0.430 1.723 -0.202 -0.851 -0.137
C 0.744 1.218 -0.359 -0.982 -2.000 0.782 -0.232
C -0.473 -1.067 0.375 -1.685 1.439 -1.748 -0.490
C -0.594 0.612 0.328 2.204 -2.824 -1.403 0.328
C -1.863 1.097 -0.396 0.712 -1.557 1.068 -0.518
F -0.559 1.025 1.635 -0.483 0.423 0.461 -0.363
I -3.634 -0.195 -0.296 0.725 0.774 -0.065 0.074
H 2.972 -1.327 0.166 -1.388 0.009 -0.820 0.216
H 2.856 0.806 -0.979 -2.575 -0.542 1.225 0.219
H 0.989 -2.638 0.925 -0.109 0.820 -0.527 0.215
H 0.658 2.274 -0.617 0.448 -0.281 -0.022 0.215
H -1.094 -1.473 -0.540 1.189 0.632 1.723 0.238
H -0.889 -1.474 1.281 -1.204 0.483 0.292 0.239
H -1.633 1.353 -1.388 0.096 -0.466 -1.643 0.227
H -2.101 2.023 0.010 -0.895 1.536 1.187 0.229
```
Positions in Å, forces in eV/Å.

The calculation puts the lowest unoccupied orbital energy at 0.288 eV. As for the HOMO energy: -8.867 eV. Its spin multiplicity is 1. As for the maximum force: 0.075 hartree/bohr. The SMILES is F[C@@]1(CI)C=CC=CC1. The calculation puts the energy above the lowest of the compared OMol25 structures with the same formula, charge and spin at 43.2 kJ/mol.

***

[5]
DFT (wB97M-V/def2-TZVPD) results for a 2-piece molecular cluster, C7H8FN3S overall.

XYZ file:
```
20
Properties=species:S:1:pos:R:3:forces:R:3:nbo_charge:R:1
C -0.985 -2.202 -1.798 -0.842 0.392 0.423 -0.321
C 0.269 -1.732 -2.084 -0.713 0.188 0.372 0.082
C -1.457 -1.783 -0.560 -3.912 -2.555 0.918 0.110
C 0.395 -0.630 -0.072 -0.517 -1.414 0.448 0.461
C 1.256 0.103 0.936 0.137 1.031 -2.245 -0.529
C 0.439 0.883 1.929 0.960 0.182 -0.879 -0.124
C 0.525 2.220 2.006 -1.540 1.361 1.880 -0.437
N 0.914 -0.892 -1.237 1.159 -0.946 -1.769 -0.463
N -0.797 -1.125 0.321 1.190 1.559 1.264 -0.495
N -0.657 1.584 -0.912 -0.285 0.750 -0.306 -0.295
F 0.273 2.515 -1.569 -0.259 -0.207 0.298 -0.316
S -1.302 2.234 0.322 -0.155 -0.170 -0.680 0.511
H -1.645 -2.805 -2.435 0.719 0.237 0.134 0.232
H 0.633 -2.098 -3.032 1.102 0.651 -0.034 0.200
H -2.505 -2.187 -0.137 2.199 0.926 -1.311 0.184
H 1.848 -0.579 1.472 0.431 -1.546 0.963 0.250
H 2.086 0.519 0.266 -1.385 0.712 1.162 0.259
H -0.252 0.216 2.461 0.341 0.770 0.307 0.244
H 0.999 2.928 1.337 0.868 -0.725 -0.099 0.232
H -0.037 2.831 2.786 0.501 -1.196 -0.846 0.215
```
Positions in Å, forces in eV/Å.

The calculation puts the lowest unoccupied orbital energy at -0.819 eV. As for the HOMO energy: -9.312 eV. Its spin multiplicity is 1. As for the maximum force: 0.093 hartree/bohr. The SMILES is C=CCc1ncccn1.FN=S. The calculation puts the energy above the lowest of the compared OMol25 structures with the same formula, charge and spin at 324.7 kJ/mol.

***

[6]
DFT (wB97M-V/def2-TZVPD) results for the molecule C7H8IN3.

XYZ file:
```
19
Properties=species:S:1:pos:R:3:forces:R:3:nbo_charge:R:1
C 2.487 -0.334 -0.468 0.093 -0.020 -0.036 -0.689
C 1.626 0.712 0.177 0.039 0.383 0.314 0.313
N 2.161 1.503 1.015 -0.033 -0.094 -0.130 -0.594
C 0.168 0.853 -0.228 0.075 -0.332 -0.339 -0.452
C -0.732 -0.425 -0.188 -0.388 0.772 0.595 -0.336
C -0.211 -1.468 0.698 0.256 -0.267 -0.553 0.268
N 0.281 -2.348 1.246 -0.106 0.115 0.195 -0.282
C -2.198 0.002 0.217 -0.012 -0.430 -0.388 -0.415
I -2.875 -0.679 2.144 0.056 0.190 -0.091 0.208
C -3.157 -0.468 -0.780 -0.234 0.059 0.259 0.228
N -3.955 -0.806 -1.533 0.143 -0.033 -0.107 -0.271
H 2.373 -1.280 0.059 -0.102 -0.107 -0.117 0.251
H 3.532 -0.047 -0.376 -0.028 0.102 0.019 0.248
H 2.254 -0.476 -1.525 -0.111 -0.062 0.027 0.213
H 1.481 2.166 1.385 0.004 -0.034 0.050 0.325
H 0.164 1.205 -1.264 -0.076 0.017 0.010 0.237
H -0.303 1.637 0.361 0.137 -0.017 0.190 0.214
H -0.812 -0.831 -1.193 0.188 -0.260 0.039 0.270
H -2.285 1.083 0.254 0.098 0.018 0.061 0.264
```
Positions in Å, forces in eV/Å.

The calculation puts the lowest unoccupied orbital energy at -0.575 eV. As for the HOMO energy: -10.373 eV. Its spin multiplicity is 1. As for the maximum force: 0.020 hartree/bohr. The SMILES is [H]/N=C(/C)C[C@@H](C#N)[C@H](I)C#N. The calculation puts the energy above the lowest of the compared OMol25 structures with the same formula, charge and spin at 0.0 kJ/mol.

***

[7]
DFT (wB97M-V/def2-TZVPD) results for C7H8INO2 as an isolated structure.

XYZ file:
```
19
Properties=species:S:1:pos:R:3:forces:R:3:nbo_charge:R:1
C -0.429 0.214 -0.498 -0.037 1.059 2.453 -0.322
C 0.309 -0.576 -1.398 -0.459 -0.453 -2.097 -0.080
C 0.373 0.682 0.539 -1.651 0.896 -2.181 0.223
C 1.638 -0.721 -1.156 -1.670 3.480 2.896 -0.140
C 2.565 -0.602 1.841 0.258 -0.651 -0.297 0.627
C -0.471 -1.149 -2.599 2.452 3.237 1.599 -0.603
C -0.234 1.423 1.706 0.135 0.160 -2.551 -0.647
N 1.688 0.677 0.136 -0.673 -2.963 -1.601 -0.126
O 1.739 -1.451 1.779 -0.869 -0.093 -0.146 -0.539
O 2.631 0.538 1.136 0.508 0.382 0.310 -0.368
I 3.409 -1.062 -1.990 0.438 -0.255 -0.455 0.289
H -1.508 0.531 -0.527 1.239 -0.933 -0.263 0.223
H 3.459 -0.712 2.412 0.875 0.291 0.785 0.126
H -1.259 -1.648 -2.244 -2.811 -2.682 1.342 0.218
H -0.924 -0.364 -3.161 0.183 0.840 -0.649 0.219
H 0.232 -1.674 -3.117 1.256 -1.861 -2.032 0.214
H -0.474 2.448 1.450 0.035 0.312 -0.453 0.230
H -1.155 0.960 1.940 -0.662 -0.640 0.779 0.233
H 0.468 1.503 2.441 1.453 -0.125 2.562 0.221
```
Positions in Å, forces in eV/Å.

The calculation puts the lowest unoccupied orbital energy at 0.458 eV. As for the HOMO energy: -7.776 eV. Its spin multiplicity is 1. As for the maximum force: 0.094 hartree/bohr. The calculation puts the energy above the lowest of the compared OMol25 structures with the same formula, charge and spin at 451.5 kJ/mol.

***

[8]
DFT (wB97M-V/def2-TZVPD) results for C7H8IO2P as an isolated structure.

XYZ file:
```
19
Properties=species:S:1:pos:R:3:forces:R:3:nbo_charge:R:1
C 2.620 0.998 -0.264 -0.180 1.357 -0.277 -0.238
C 2.359 -0.248 -0.739 0.105 -1.393 -1.129 -0.189
C 1.655 1.763 0.376 0.294 1.748 1.360 -0.169
C 1.149 -0.798 -0.453 -1.521 -2.278 -1.343 -0.243
C 0.425 1.216 0.683 1.396 0.548 0.561 -0.278
C 0.232 -0.068 0.260 -1.382 -0.928 0.606 0.285
C -3.304 -1.499 -0.137 -1.563 4.952 1.085 -0.554
O -2.081 0.741 -1.282 -0.290 -0.074 0.275 -1.055
O -0.978 -0.697 0.585 -0.414 0.151 -0.283 -0.797
P -2.314 0.005 -0.032 1.705 -2.135 -2.829 1.955
I -5.603 -0.001 0.096 1.937 -1.559 -0.253 -0.128
H 3.517 1.417 -0.577 1.611 0.989 -0.130 0.213
H 2.965 -0.832 -1.463 0.150 0.823 0.895 0.224
H 1.775 2.831 0.817 0.503 -1.968 -1.213 0.221
H 0.853 -1.793 -0.965 0.366 1.743 1.324 0.228
H -0.130 1.810 1.401 -0.846 -0.514 -0.425 0.233
H -3.453 -1.928 -1.033 -0.459 -1.469 -3.017 0.213
H -3.351 -2.052 0.714 -0.286 -1.707 2.309 0.209
H -2.795 0.661 0.967 -1.126 1.714 2.485 -0.130
```
Positions in Å, forces in eV/Å.

The calculation puts the lowest unoccupied orbital energy at -2.012 eV. As for the HOMO energy: -9.374 eV. Its spin multiplicity is 1. As for the maximum force: 0.103 hartree/bohr. The calculation puts the energy above the lowest of the compared OMol25 structures with the same formula, charge and spin at 176.7 kJ/mol.

***

[9]
DFT (wB97M-V/def2-TZVPD) results for the molecule C7H8IO2PS.

XYZ file:
```
20
Properties=species:S:1:pos:R:3:forces:R:3:nbo_charge:R:1
C 0.467 -0.274 -1.433 0.655 0.664 -1.897 -0.224
C 0.639 0.362 0.922 -0.741 -0.186 -0.882 -0.215
C -0.444 0.733 -1.644 0.860 0.390 1.584 -0.163
C -0.371 1.281 0.737 1.917 0.184 -0.066 -0.149
C 1.067 -0.388 -0.169 0.663 -1.607 -0.664 0.031
C -0.729 1.564 -0.539 -3.458 0.410 -1.976 -0.237
C 2.172 -1.422 0.002 0.133 0.285 -1.234 -0.640
O -3.516 2.305 0.221 2.529 1.371 -1.665 -0.897
O -3.120 0.619 2.369 0.578 0.306 0.174 -1.073
P -4.195 0.950 1.433 -1.136 -0.198 0.686 1.305
S -1.985 2.832 -0.797 0.442 -0.737 0.930 0.453
I -4.182 -0.870 -0.231 0.011 -0.576 -0.658 -0.321
H 0.814 -0.717 -2.449 -0.258 -0.067 2.424 0.228
H 1.016 0.311 1.916 0.598 -0.636 0.472 0.224
H -0.748 0.932 -2.638 -0.730 0.332 -0.565 0.226
H -0.643 1.905 1.538 -0.677 0.570 0.849 0.236
H 2.069 -2.314 -0.824 0.416 2.115 2.596 0.236
H 3.151 -0.867 -0.085 -0.760 -0.831 -0.366 0.228
H 2.098 -1.608 1.074 0.299 -1.335 -0.237 0.227
H -4.015 2.841 -0.413 -1.340 -0.453 0.494 0.523
```
Positions in Å, forces in eV/Å.

The calculation puts the lowest unoccupied orbital energy at -1.466 eV. As for the HOMO energy: -8.451 eV. Its spin multiplicity is 1. As for the maximum force: 0.078 hartree/bohr. The calculation puts the energy above the lowest of the compared OMol25 structures with the same formula, charge and spin at 0.0 kJ/mol.

***

[10]
DFT (wB97M-V/def2-TZVPD) results for a 2-piece molecular cluster, C7H8N2 overall.

XYZ file:
```
17
Properties=species:S:1:pos:R:3:forces:R:3:nbo_charge:R:1
C 1.210 -0.587 -0.408 0.189 1.661 -0.315 0.074
C 1.115 0.757 -0.143 0.482 -1.645 -1.419 0.021
C -0.823 -0.966 0.897 -0.137 -0.088 0.262 -0.183
C -0.900 0.337 1.147 -0.257 -0.081 0.272 -0.261
C -0.811 0.088 -1.173 0.015 0.123 -0.530 -0.396
C -0.177 -1.166 -0.487 0.045 -0.355 0.023 -0.287
C -0.312 1.016 -0.060 -0.675 1.611 0.116 0.054
N 2.498 -0.644 0.216 0.043 -0.415 0.678 -0.425
N 2.464 0.814 0.286 0.350 0.525 0.113 -0.423
H -1.126 -1.783 1.523 -0.098 -0.139 0.244 0.221
H -1.257 0.852 2.015 -0.125 -0.016 0.276 0.232
H -0.389 0.309 -2.153 0.024 -0.010 0.065 0.223
H -1.894 0.033 -1.234 -0.034 -0.028 0.177 0.222
H -0.317 -2.143 -0.940 -0.071 0.032 -0.061 0.228
H -1.225 3.221 -0.185 0.526 -1.157 0.045 -0.038
H 3.283 -1.008 -0.324 -0.168 0.255 -0.065 0.365
H 2.676 1.186 1.207 -0.110 -0.275 0.119 0.373
```
Positions in Å, forces in eV/Å.

The calculation puts the lowest unoccupied orbital energy (alpha / beta) at 0.042 / -0.142 eV. As for the HOMO energy (alpha / beta): -8.021 / -7.712 eV. Its spin multiplicity is 1. As for the maximum force: 0.043 hartree/bohr. The calculation puts the energy above the lowest of the compared OMol25 structures with the same formula, charge and spin at 834.1 kJ/mol.